No. 1
{
  "formula": "C16H44N2O9",
  "method": "ωB97M-V with the def2-TZVPD basis set",
  "smiles": "COCCNCCOC.COCCNCCOC.OCCO.OCCO.O",
  "elements": ["C", "O", "C", "C", "N", "C", "C", "O", "C", "H", "H", "H", "H", "H", "H", "H", "H", "H", "H", "H", "H", "H", "H", "H", "C", "O", "C", "C", "N", "C", "C", "O", "C", "H", "H", "H", "H", "H", "H", "H", "H", "H", "H", "H", "H", "H", "H", "H", "O", "C", "C", "O", "H", "H", "H", "H", "H", "H", "O", "C", "C", "O", "H", "H", "H", "H", "H", "H", "O", "H", "H"],
  "xyz": [[0.0431, 0.2600, -1.7391], [-0.2934, 1.2050, -2.7324], [-0.7190, 0.6135, -3.9169], [-0.7772, 1.6597, -5.0330], [0.5848, 1.9971, -5.4168], [0.7397, 2.9987, -6.4539], [2.2142, 3.1956, -6.7521], [2.9083, 3.6418, -5.6190], [4.2219, 4.0316, -5.9322], [0.8740, 0.5861, -1.1125], [0.4266, -0.6817, -2.1430], [-0.8193, 0.0894, -1.0979], [-1.7459, 0.2182, -3.8658], [-0.0621, -0.1753, -4.2970], [-1.3281, 2.5400, -4.6429], [-1.4610, 1.4472, -5.8590], [1.0896, 2.2470, -4.5767], [0.2906, 3.9560, -6.1548], [0.2865, 2.7113, -7.4047], [2.2895, 3.9012, -7.5943], [2.6480, 2.2539, -7.1201], [4.8299, 3.1585, -6.1862], [4.6835, 4.5432, -5.0875], [4.2433, 4.7742, -6.7381], [3.4131, -4.3271, 2.0047], [2.6942, -3.5765, 2.9532], [2.6020, -2.1901, 2.6164], [1.7873, -1.4991, 3.6813], [0.3771, -1.9074, 3.6152], [-0.3299, -1.6351, 4.8669], [-1.7270, -2.2180, 4.8658], [-1.5890, -3.5884, 5.1942], [-2.7705, -4.3346, 5.3014], [2.7787, -4.4977, 1.1267], [3.6700, -5.2815, 2.4590], [4.3396, -3.8495, 1.6726], [2.0247, -2.2183, 1.6817], [3.5569, -1.6974, 2.4290], [1.8360, -0.4210, 3.5118], [2.1887, -1.7614, 4.6692], [0.3875, -2.9004, 3.4007], [-0.3660, -0.5685, 5.0934], [0.2628, -2.1613, 5.6262], [-2.2064, -2.0187, 3.8982], [-2.3388, -1.7769, 5.6665], [-3.3100, -4.4148, 4.3541], [-3.3761, -4.0195, 6.1568], [-2.4871, -5.3630, 5.5426], [-2.8729, -0.6402, 1.3730], [-3.0385, -1.6816, 0.3985], [-3.8632, -2.8627, 0.8492], [-5.2533, -2.6013, 1.0754], [-3.7424, -0.2398, 1.4876], [-3.5272, -1.2236, -0.4704], [-2.0421, -2.0206, 0.1175], [-3.3991, -3.2555, 1.7680], [-3.9473, -3.7246, 0.1864], [-5.3875, -1.8114, 1.6106], [-0.7647, 5.2145, 1.9071], [0.3806, 4.7183, 1.1627], [0.1052, 3.2935, 0.6590], [0.9441, 2.3656, 1.3541], [-0.6342, 4.8735, 2.7943], [0.6773, 5.4299, 0.3977], [1.1739, 4.6825, 1.9146], [0.3047, 3.2294, -0.4155], [-0.9163, 3.0160, 0.9278], [0.5414, 1.4824, 1.2433], [-0.1495, -0.1965, 1.3934], [-1.1027, -0.2034, 1.1751], [-0.0718, -0.7906, 2.1788]],
  "forces_ev_per_angstrom": [[0.33, -0.18, 0.36], [0.74, -0.04, 0.08], [-1.28, 0.14, -1.92], [-0.06, 1.32, 0.90], [-0.50, -0.63, -0.68], [0.54, 0.18, 0.64], [-0.26, -0.16, -0.69], [-0.09, 0.44, 0.20], [0.27, 0.23, 0.09], [-0.21, 0.61, -0.01], [-0.41, -0.09, -0.30], [-0.07, -0.25, 0.05], [0.11, -0.24, 0.52], [0.17, -0.13, 0.44], [0.31, 0.07, 0.41], [0.65, -0.93, -0.31], [0.12, 0.20, -0.10], [0.03, 0.16, -0.10], [-0.24, -0.33, 0.17], [0.15, 0.21, 0.22], [-0.06, -0.06, 0.15], [0.08, 0.06, -0.18], [-0.24, -0.27, 0.27], [-0.08, -0.23, -0.25], [-0.30, -0.13, -0.20], [0.81, 0.45, 0.71], [-1.14, -0.93, -0.64], [-0.21, 0.00, 0.01], [0.16, 0.45, -0.74], [0.40, -0.84, -0.04], [-0.10, -0.02, 0.79], [0.36, -0.27, -0.59], [0.25, -0.73, 0.22], [0.14, -0.09, -0.11], [-0.08, -0.04, 0.00], [-0.01, 0.18, 0.13], [0.12, 0.75, -0.17], [0.22, -0.20, 0.22], [0.14, 0.04, 0.22], [0.24, 0.23, -0.04], [-0.32, -0.05, 0.33], [0.16, 0.02, -0.25], [-0.39, 0.36, 0.59], [-0.08, -0.30, 0.00], [0.05, 0.33, -0.21], [-0.31, 0.44, 0.08], [-0.32, 0.38, -0.32], [0.23, 0.10, -0.04], [-0.57, -0.73, 0.10], [-0.46, 0.18, -1.03], [-0.54, -0.57, 1.30], [0.12, 0.51, -0.07], [0.23, 0.27, 0.08], [0.21, -0.18, -0.16], [0.03, 0.05, 0.04], [-0.11, 0.10, 0.04], [0.73, 0.39, -0.52], [0.14, -0.15, 0.11], [0.32, 0.20, -0.58], [-0.49, -0.48, 1.36], [0.72, -0.13, 0.34], [0.04, 0.17, -0.18], [-0.21, 0.05, 0.09], [-0.39, 0.04, -0.14], [0.43, -0.24, -0.49], [-0.31, -0.08, -0.05], [-0.25, 0.40, -0.53], [0.22, 0.05, 0.26], [-0.39, -0.18, -0.16], [0.55, 0.13, 0.38], [-0.03, 0.04, -0.11]]
}

---

No. 2
{
  "formula": "C16H45AlClN4O3",
  "method": "ωB97M-V with the def2-TZVPD basis set",
  "total_charge": -1,
  "elements": ["N", "C", "C", "C", "C", "Al", "Cl", "H", "H", "H", "H", "H", "H", "H", "H", "H", "H", "H", "H", "C", "C", "C", "O", "C", "N", "H", "H", "H", "H", "H", "H", "H", "H", "H", "H", "H", "C", "C", "C", "O", "C", "N", "H", "H", "H", "H", "H", "H", "H", "H", "H", "H", "H", "C", "C", "C", "O", "C", "N", "H", "H", "H", "H", "H", "H", "H", "H", "H", "H", "H"],
  "xyz": [[-2.8226, -0.9196, -0.8840], [-1.8560, -1.8417, -0.2058], [-2.5341, -3.1576, 0.2793], [-2.0022, -3.6917, 1.6583], [-0.4260, -3.6743, 1.7795], [0.2751, -5.2935, 0.6975], [0.2647, -4.8190, -1.5428], [-2.3279, -0.4743, -1.6565], [-3.5276, -1.5275, -1.3077], [-1.0573, -2.0876, -0.9536], [-1.3319, -1.3010, 0.6189], [-3.6433, -3.0310, 0.3589], [-2.3689, -3.9796, -0.4605], [-2.2991, -4.7739, 1.6975], [-2.5227, -3.2190, 2.5326], [0.0423, -2.7409, 1.3843], [-0.0802, -3.7831, 2.8398], [-0.7055, -6.5437, 0.9716], [1.7836, -5.6100, 1.1662], [0.9462, 0.8325, -1.2565], [1.3512, 1.2722, -2.6583], [2.0144, 2.6607, -2.6963], [1.1051, 3.7509, -2.5836], [0.7394, 4.0763, -1.2552], [0.1773, 1.2021, -3.5379], [0.0532, 1.3480, -0.8984], [0.7221, -0.2364, -1.2439], [1.7534, 1.0096, -0.5411], [2.0911, 0.5517, -3.0215], [2.4894, 2.7793, -3.6758], [2.8127, 2.7413, -1.9519], [1.5645, 3.9207, -0.5544], [-0.1329, 3.4974, -0.9438], [0.4605, 5.1318, -1.2341], [0.4687, 1.4048, -4.4910], [-0.4265, 1.9863, -3.2983], [5.4314, -0.0581, -1.5910], [6.1454, 1.2875, -1.6717], [7.4713, 1.3275, -0.8895], [7.3181, 1.4552, 0.5158], [7.0737, 0.2357, 1.1982], [5.2234, 2.3422, -1.2348], [4.9509, -0.2182, -0.6252], [4.6477, -0.1169, -2.3492], [6.1258, -0.8827, -1.7683], [6.3866, 1.4628, -2.7254], [8.0207, 2.2205, -1.2040], [8.1069, 0.4674, -1.1330], [7.6025, -0.6036, 0.7385], [6.0029, 0.0273, 1.2414], [7.4296, 0.3497, 2.2233], [5.6672, 3.2466, -1.3772], [5.1406, 2.2720, -0.2220], [-5.4064, 0.4112, 3.7892], [-4.7517, 0.6517, 2.4321], [-5.6347, 1.4600, 1.4615], [-6.6846, 0.7147, 0.8596], [-7.8504, 0.5924, 1.6513], [-4.3486, -0.6348, 1.8612], [-6.1845, -0.3522, 3.7463], [-4.6625, 0.0671, 4.5110], [-5.8498, 1.3312, 4.1821], [-3.8457, 1.2407, 2.6102], [-5.0033, 1.7926, 0.6328], [-6.0307, 2.3668, 1.9381], [-8.0341, 1.4887, 2.2512], [-7.7856, -0.2863, 2.2973], [-8.6976, 0.4460, 0.9784], [-3.8290, -0.4633, 0.9981], [-5.1954, -1.1014, 1.5423]],
  "forces_ev_per_angstrom": [[0.07, -0.55, 0.09], [0.60, -0.16, -0.50], [0.18, -0.24, 0.51], [0.27, -0.36, 0.22], [-0.23, -0.35, -0.57], [0.04, 0.63, 0.41], [0.00, -0.06, 0.38], [-0.25, -0.01, 0.15], [0.17, 0.36, -0.03], [-0.46, -0.12, 0.78], [-0.68, -0.39, -0.40], [0.73, 0.13, -0.04], [-0.02, 0.79, 0.33], [0.06, 0.82, 0.07], [0.38, 0.05, -0.83], [-0.45, -0.44, 0.38], [-0.39, 0.04, -0.71], [-0.09, -0.05, -0.14], [0.19, -0.06, -0.16], [0.04, -0.25, 0.13], [-0.24, 0.25, 0.22], [0.10, -0.13, -0.22], [0.16, -0.04, 0.17], [-0.21, 0.11, -0.23], [0.12, 0.16, -0.12], [0.02, 0.04, -0.06], [-0.01, 0.07, -0.04], [-0.02, 0.03, -0.02], [0.01, 0.08, -0.06], [-0.08, 0.07, -0.01], [-0.07, -0.04, 0.05], [0.00, -0.09, 0.00], [0.08, -0.03, 0.20], [0.05, -0.02, -0.06], [-0.02, -0.14, 0.00], [-0.02, -0.10, 0.06], [-0.06, -0.11, -0.16], [-0.12, -0.23, 0.31], [0.01, 0.31, -0.11], [0.16, -0.23, -0.20], [-0.13, 0.21, 0.22], [0.29, 0.15, 0.07], [0.05, 0.05, 0.00], [0.03, 0.05, 0.07], [-0.02, 0.01, 0.03], [0.07, 0.08, 0.05], [-0.04, 0.03, 0.08], [-0.09, -0.11, 0.03], [-0.05, 0.00, -0.07], [0.04, -0.20, -0.04], [0.04, 0.06, -0.07], [-0.08, -0.01, -0.09], [-0.08, -0.07, -0.07], [0.06, 0.14, 0.25], [-0.33, -0.37, -0.03], [0.35, 0.03, -0.17], [-0.12, 0.32, 0.22], [0.06, -0.26, -0.26], [-0.07, 0.38, -0.10], [0.02, 0.02, -0.09], [-0.02, -0.03, -0.10], [-0.03, -0.02, -0.01], [-0.02, 0.05, -0.11], [-0.04, -0.12, -0.03], [-0.11, -0.05, 0.10], [0.05, -0.01, 0.06], [-0.09, 0.09, 0.16], [0.06, 0.04, -0.03], [0.13, -0.13, 0.04], [0.06, -0.06, 0.10]]
}

---

No. 3
{
  "formula": "C16H45GaNO18PS5",
  "method": "ωB97M-V with the def2-TZVPD basis set",
  "total_charge": -2,
  "elements": ["N", "P", "O", "Ga", "C", "O", "O", "H", "H", "H", "H", "H", "O", "S", "O", "O", "C", "C", "C", "H", "H", "H", "H", "H", "H", "H", "H", "O", "S", "O", "O", "C", "C", "C", "H", "H", "H", "H", "H", "H", "H", "H", "O", "S", "O", "O", "C", "C", "C", "H", "H", "H", "H", "H", "H", "H", "H", "O", "S", "O", "O", "C", "C", "C", "H", "H", "H", "H", "H", "H", "H", "H", "O", "S", "O", "O", "C", "C", "C", "H", "H", "H", "H", "H", "H", "H", "H"],
  "xyz": [[-8.7895, -2.4218, -0.9824], [-9.3011, -3.1655, -2.4646], [-10.2547, -1.9365, -3.1343], [-7.2915, -3.1463, -3.7630], [-6.2529, -1.4132, -3.2777], [-6.4595, -0.3458, -3.9140], [-5.4579, -1.5194, -2.2927], [-8.6957, -3.0903, -0.2319], [-7.9381, -1.8715, -1.0722], [-9.6902, -1.1564, -3.2481], [-7.7365, -3.2409, -5.3242], [-6.5068, -4.4889, -3.3007], [-1.9547, 2.3361, 1.6637], [-1.3475, 1.4248, 0.7335], [-0.8205, 1.9515, -0.4936], [-2.2867, 0.2171, 0.4932], [-3.6658, 0.4014, -0.0315], [-3.7273, 0.7493, -1.4854], [-0.0388, 0.5388, 1.5246], [-4.1723, 1.1286, 0.6040], [-4.1309, -0.5686, 0.1271], [-3.2960, 1.7320, -1.7020], [-4.7689, 0.7247, -1.8063], [-3.2045, 0.0039, -2.0788], [-0.3722, 0.1186, 2.4655], [0.7623, 1.2572, 1.6957], [0.2930, -0.2509, 0.8562], [4.3997, 3.7687, -1.8307], [3.7110, 2.8446, -0.9717], [4.0532, 2.8320, 0.4189], [3.8903, 1.3861, -1.5733], [5.2289, 0.9120, -1.8231], [5.9900, 0.5578, -0.5623], [1.9775, 2.9621, -1.1592], [5.7657, 1.6516, -2.4193], [5.0861, 0.0295, -2.4428], [6.1675, 1.4342, 0.0576], [6.9533, 0.1226, -0.8320], [5.4270, -0.1605, 0.0330], [1.7219, 2.9387, -2.2141], [1.6724, 3.9054, -0.7122], [1.5096, 2.1366, -0.6342], [-4.9566, -0.9832, 4.0266], [-3.6193, -1.4126, 4.2781], [-3.0775, -2.5177, 3.5524], [-3.4671, -1.6767, 5.8439], [-4.4036, -2.5897, 6.4502], [-4.1541, -4.0390, 6.0853], [-2.4842, -0.0876, 4.1496], [-5.4189, -2.2823, 6.1946], [-4.2708, -2.4377, 7.5198], [-4.3148, -4.2139, 5.0233], [-4.8382, -4.6774, 6.6461], [-3.1265, -4.3194, 6.3180], [-2.8527, 0.7708, 4.7030], [-2.4108, 0.1411, 3.0892], [-1.5231, -0.4233, 4.5324], [0.3532, -2.6067, 2.6646], [0.3141, -3.8561, 3.3608], [0.1784, -3.8529, 4.7865], [1.6182, -4.6843, 2.9659], [2.8927, -4.0342, 3.1398], [3.3129, -3.8990, 4.5890], [-0.8795, -4.9221, 2.6522], [2.8686, -3.0654, 2.6385], [3.5917, -4.6682, 2.5979], [2.6415, -3.2435, 5.1398], [4.3199, -3.4820, 4.6363], [3.3046, -4.8711, 5.0819], [-0.7503, -4.9330, 1.5740], [-1.8469, -4.4962, 2.9181], [-0.7591, -5.9133, 3.0803], [5.2817, 6.7330, -6.6650], [6.5907, 6.2166, -6.4106], [7.1349, 5.2222, -7.2841], [6.6804, 5.7346, -4.9142], [5.7009, 4.7693, -4.4278], [5.9075, 3.3804, -4.9888], [7.7393, 7.5431, -6.2777], [4.6980, 5.1390, -4.6384], [5.8288, 4.7697, -3.3516], [5.7503, 3.3498, -6.0657], [5.1957, 2.7027, -4.5178], [6.9233, 3.0340, -4.7942], [7.3384, 8.2903, -5.5996], [7.8539, 7.9529, -7.2786], [8.6856, 7.1491, -5.9187]],
  "forces_ev_per_angstrom": [[0.07, 0.26, 0.01], [-0.26, -0.46, -0.05], [0.14, 0.35, 0.20], [0.23, 0.32, -0.20], [0.00, -0.09, 0.05], [-0.08, 0.08, 0.03], [-0.03, -0.01, 0.27], [-0.04, 0.07, 0.03], [0.15, -0.19, 0.07], [-0.10, -0.17, -0.20], [-0.03, -0.10, -0.02], [-0.03, -0.11, 0.01], [0.07, 0.15, 0.07], [0.00, -0.31, 0.05], [0.01, 0.16, -0.03], [0.06, -0.18, -0.06], [-0.71, -0.09, -0.11], [0.47, 0.49, -0.17], [0.11, 0.13, -0.06], [0.20, 0.08, 0.08], [0.13, -0.08, 0.01], [-0.03, 0.01, 0.15], [0.00, -0.23, -0.08], [-0.15, -0.10, -0.05], [-0.01, -0.06, -0.01], [0.00, 0.01, 0.01], [-0.02, -0.02, 0.01], [0.01, 0.05, 0.00], [-0.04, -0.11, -0.02], [0.02, 0.07, 0.07], [-0.04, -0.13, 0.06], [0.29, -0.09, -0.13], [-0.10, 0.09, 0.12], [0.01, 0.07, -0.05], [-0.05, 0.09, 0.04], [-0.10, 0.01, -0.01], [0.02, 0.02, -0.02], [-0.03, -0.04, -0.04], [0.02, -0.05, -0.02], [0.01, -0.02, -0.01], [0.01, 0.01, 0.02], [-0.05, -0.01, -0.02], [-0.11, -0.03, -0.03], [0.17, 0.22, 0.04], [-0.01, -0.37, -0.08], [0.16, -0.10, 0.04], [-0.27, -0.14, 0.17], [0.12, 0.03, -0.14], [0.02, 0.14, 0.08], [0.03, 0.04, -0.10], [0.07, 0.07, 0.00], [-0.05, 0.00, 0.00], [0.01, 0.03, 0.04], [0.00, -0.01, 0.04], [-0.04, 0.02, -0.03], [-0.14, 0.05, 0.00], [-0.01, -0.06, 0.00], [0.08, 0.21, 0.04], [-0.13, -0.03, -0.06], [-0.02, 0.02, 0.09], [0.04, -0.17, 0.09], [0.27, 0.18, -0.09], [-0.16, -0.02, 0.08], [-0.11, 0.02, -0.02], [-0.10, 0.02, 0.02], [-0.06, -0.07, -0.03], [0.01, 0.03, -0.02], [0.02, -0.04, -0.04], [0.05, -0.02, 0.00], [0.00, 0.02, -0.02], [0.01, 0.04, -0.03], [0.01, 0.00, 0.02], [-0.12, 0.00, -0.10], [0.08, 0.06, 0.14], [0.01, -0.04, -0.10], [0.10, -0.12, 0.08], [-0.27, -0.20, 0.13], [0.13, 0.06, -0.19], [0.02, 0.06, -0.03], [0.05, 0.12, -0.10], [0.09, 0.12, 0.00], [-0.04, 0.01, 0.00], [0.00, 0.03, 0.06], [-0.02, -0.04, 0.06], [-0.01, 0.00, 0.02], [-0.01, 0.00, -0.01], [0.01, -0.01, 0.00]]
}

---

Short version: calculated total energy = -38709.226; -48545.425; -171506.208 eV, in the order given.